(1)
Below is a structure of composition C13H15N6O2Pt in a non-equilibrium geometry, with properties calculated with ωB97M-V/def2-TZVPD.

Energy relative to the best compared isomer or geometry (same formula, charge and spin) = 20.0 kcal per mole
LUMO (spin up / spin down) = -13.933 / -13.930 eV
Energy = -29972.650 eV
HOMO-LUMO gap (spin up / spin down) = 5.3 / 5.3 eV
Charge = +3

```
37
C13H15N6O2Pt, DFT ωB97M-V/def2-TZVPD
Pt 0.924 0.100 0.315
N -0.233 1.380 -0.761
C -1.254 0.820 -1.596
C -1.267 1.056 -2.937
C -2.375 0.609 -3.680
C -3.451 -0.065 -3.066
C -3.430 -0.300 -1.723
C -2.288 0.077 -0.942
C -2.114 -0.400 0.378
C -3.241 -0.784 1.148
C -3.090 -1.574 2.257
C -1.810 -2.083 2.581
C -0.689 -1.705 1.868
C -0.764 -0.721 0.862
H 0.418 1.920 -1.334
H -0.631 1.979 -0.035
H -0.477 1.615 -3.423
H -2.419 0.827 -4.741
H -4.284 -0.402 -3.669
H -4.235 -0.851 -1.256
H -4.227 -0.457 0.843
H -3.952 -1.868 2.843
H -1.704 -2.773 3.409
H 0.247 -2.175 2.128
N 2.242 -0.730 1.922
N 3.428 0.043 2.085
C 3.898 0.722 1.007
N 5.086 1.258 0.955
N 2.966 0.716 0.044
N 3.167 1.019 -1.265
O 4.184 1.425 -1.722
O 2.116 0.760 -1.894
H 1.680 -0.615 2.764
H 2.514 -1.713 1.840
H 3.928 -0.031 2.961
H 5.747 1.181 1.718
H 5.390 1.739 0.116
```

The computed Mulliken charges, all in e, follow: Pt 0.672; N -0.453; C 0.903; C -0.856; C -0.469; C -0.926; C -0.731; C 1.051; C 0.940; C -0.781; C -0.739; C -0.517; C -0.760; C 0.520; H 0.452; H 0.448; H 0.422; H 0.460; H 0.461; H 0.448; H 0.576; H 0.476; H 0.442; H 0.545; N -0.614; N -0.278; C 0.742; N -0.289; N -0.530; N 1.246; O -0.571; O -0.727; H 0.436; H 0.341; H 0.195; H 0.239; H 0.226

---

(2)
Below is a structure of composition C13H15N8O5STc, with properties calculated with ωB97M-V/def2-TZVPD.

Energy relative to the best compared isomer or geometry (same formula, charge and spin) = 11.4 kcal per mole
LUMO (spin up / spin down) = -3.890 / -5.942 eV
Multiplicity = 4
⟨S²⟩ = 3.786
Energy = -48908.475 eV
HOMO-LUMO gap (spin up / spin down) = 7.9 / 5.7 eV
Charge = +1

```
43
C13H15N8O5STc, DFT ωB97M-V/def2-TZVPD
Tc -0.356 -0.202 -0.453
O -0.163 1.376 1.154
C -1.303 1.212 2.037
C -2.590 1.120 1.239
N -2.437 0.226 0.047
C -3.081 -1.099 0.156
C -2.506 -2.002 -0.940
O -3.083 -2.957 -1.348
O -1.288 -1.618 -1.384
C -2.934 0.934 -1.171
C -1.883 1.978 -1.504
O -2.108 3.141 -1.663
O -0.662 1.431 -1.531
H -0.162 2.265 0.764
H -1.105 0.297 2.586
H -1.347 2.040 2.743
H -3.391 0.759 1.886
H -2.877 2.108 0.878
H -2.852 -1.545 1.126
H -4.164 -1.040 0.040
H -2.987 0.221 -1.995
H -3.916 1.374 -1.006
C 5.100 -1.644 2.610
C 3.686 -2.079 2.558
N 3.173 -3.105 3.154
N 1.859 -3.092 2.791
C 1.540 -2.089 1.982
S -0.039 -1.854 1.373
N 2.705 -1.418 1.826
N 2.839 -0.246 1.095
H 5.640 -2.301 3.286
H 5.186 -0.617 2.968
H 5.558 -1.702 1.622
H 1.237 -3.816 3.116
H 3.469 -0.393 0.313
H 3.199 0.490 1.693
N 1.245 -0.550 -1.495
C 1.979 -0.603 -2.411
C 2.965 -0.697 -3.330
C 2.679 -1.046 -4.681
N 2.448 -1.329 -5.771
C 4.292 -0.460 -2.869
N 5.350 -0.318 -2.439
```

The computed Mulliken charges, all in e, follow: Tc 0.810; O -0.387; C -0.513; C -0.775; N 0.190; C -0.688; C 0.428; O -0.544; O -0.510; C -0.334; C 0.341; O -0.552; O -0.561; H 0.366; H 0.256; H 0.440; H 0.441; H 0.435; H 0.474; H 0.454; H 0.402; H 0.450; C -1.219; C 0.838; N -0.755; N 0.242; C 0.531; S -0.395; N 0.351; N -0.751; H 0.356; H 0.329; H 0.322; H 0.202; H 0.202; H 0.278; N -0.236; C 0.640; C 0.241; C -0.064; N -0.347; C -0.006; N -0.382

---

(3)
Below is a structure of composition C13H16AlBClF13N2O7P in a non-equilibrium geometry, with properties calculated with ωB97M-V/def2-TZVPD.

LUMO = -2.024 eV
Energy = -95450.470 eV
HOMO-LUMO gap = 1.7 eV
Charge = -1

```
55
C13H16AlBClF13N2O7P, DFT ωB97M-V/def2-TZVPD
N -1.188 -2.279 2.530
P -2.410 -1.867 1.534
C -1.857 -0.467 0.302
F -0.870 -1.104 -0.599
C -3.217 0.083 -0.428
C -2.801 1.398 -1.310
O -2.018 0.974 -2.512
N -2.184 2.537 -0.542
C -1.056 2.182 0.395
C 0.458 2.309 -0.277
F 0.568 3.614 -1.031
F 0.708 1.258 -1.332
C 1.679 2.330 0.822
F 1.197 2.439 2.251
F 2.471 3.600 0.614
C 2.656 1.010 0.795
F 1.900 -0.297 0.857
F 3.421 1.050 2.098
C 3.786 0.990 -0.384
F 3.760 -0.402 -0.971
F 3.559 1.910 -1.517
F 5.164 1.114 0.222
C -1.279 0.758 1.222
H -0.347 -1.687 2.340
H -2.713 -3.034 0.726
H -3.574 -1.393 2.252
H -4.012 0.310 0.428
H -3.687 -0.783 -1.077
H -3.822 1.821 -1.762
H -2.375 0.062 -2.739
H -1.959 3.294 -1.241
H -2.957 2.946 0.063
H -1.076 3.022 1.245
H -0.343 0.436 1.845
H -2.132 1.002 2.022
B 6.952 1.554 -3.458
O 7.588 0.823 -2.356
C 7.255 -0.467 -2.493
O 7.621 -1.352 -1.736
C 6.416 -0.634 -3.648
O 5.942 -1.685 -4.048
O 6.220 0.552 -4.240
F 7.963 2.194 -4.285
F 6.031 2.550 -2.933
Al 0.588 5.697 -0.053
O -5.587 -6.990 1.675
C -4.740 -5.959 1.553
C -5.485 -4.607 1.980
O -4.641 -3.574 1.847
H -4.327 -5.766 0.547
H -3.818 -5.993 2.160
H -5.889 -4.797 2.990
H -6.413 -4.576 1.381
Cl -1.813 1.317 3.635
F -3.313 2.578 4.640
```

The computed Mulliken charges, all in e, follow: N -0.823; P 0.793; C 0.935; F -0.408; C -1.004; C -0.233; O -0.454; N 0.274; C -0.840; C 0.722; F -0.305; F -0.270; C 0.463; F -0.243; F -0.334; C 0.490; F -0.205; F -0.296; C 0.724; F -0.267; F -0.226; F -0.235; C -1.722; H 0.292; H 0.005; H 0.091; H 0.446; H 0.398; H 0.225; H 0.386; H 0.418; H 0.551; H 0.233; H 0.606; H 0.502; B 0.706; O -0.436; C 0.640; O -0.639; C 0.609; O -0.640; O -0.443; F -0.370; F -0.395; Al 0.537; O -0.510; C -0.160; C -0.291; O -0.467; H 0.227; H 0.252; H 0.257; H 0.261; Cl -0.198; F -0.629

---

(4)
Below is a cluster of 2 separate species, C13H16BF3NO5S in total in a non-equilibrium geometry, with properties calculated with ωB97M-V/def2-TZVPD.

LUMO = -3.995 eV
Energy = -45124.994 eV
HOMO-LUMO gap = 8.7 eV
Charge = +1

```
40
C13H16BF3NO5S, DFT ωB97M-V/def2-TZVPD
C 2.744 -0.973 0.939
C 2.155 -2.285 0.512
O 2.021 -3.196 1.262
N 1.777 -2.431 -0.869
C 0.980 -3.669 -1.053
S 0.989 -1.013 -1.403
C 0.010 -1.370 -2.885
C -1.496 -1.525 -2.550
C -1.871 -1.074 -1.195
F -1.397 -1.761 -0.133
C -2.687 -0.053 -0.951
F -2.816 1.006 -1.719
F -3.425 0.016 0.127
B 2.339 0.195 -2.037
O 3.434 -0.288 -2.626
O 2.047 1.497 -1.843
H 1.954 -0.217 0.929
H 3.589 -0.679 0.322
H 3.064 -1.069 1.968
H 0.668 -3.785 -2.084
H 0.107 -3.660 -0.409
H 1.604 -4.520 -0.818
H 0.180 -0.540 -3.565
H 0.408 -2.251 -3.378
H -2.053 -0.942 -3.278
H -1.822 -2.553 -2.698
H 4.163 0.337 -2.493
H 1.811 1.724 -0.932
C -1.955 2.516 1.436
C -2.785 3.295 2.123
C -2.432 3.765 3.490
O -3.182 4.471 4.121
C -1.123 3.330 4.047
C -0.298 2.551 3.352
C -0.652 2.087 1.992
O 0.099 1.376 1.343
H -2.180 2.160 0.442
H -3.741 3.619 1.733
H -0.886 3.684 5.042
H 0.659 2.225 3.739
```

The computed Mulliken charges, all in e, follow: C -0.685; C 0.637; O -0.493; N 0.057; C -0.933; S 0.549; C -1.142; C -0.471; C 0.506; F -0.320; C 0.197; F -0.252; F -0.202; B 0.411; O -0.407; O -0.487; H -0.001; H 0.319; H 0.375; H 0.298; H 0.362; H 0.372; H 0.515; H 0.594; H 0.348; H 0.282; H 0.350; H 0.364; C -0.154; C -0.482; C 0.287; O -0.507; C -0.409; C -0.349; C 0.327; O -0.463; H 0.321; H 0.443; H 0.423; H 0.419

---

(5)
Below is a cluster of 2 separate species, C13H16ClF13N5O in total in a non-equilibrium geometry, with properties calculated with ωB97M-V/def2-TZVPD.

LUMO = -5.263 eV
Energy = -71082.273 eV
HOMO-LUMO gap = 7.5 eV
Charge = +1

```
49
C13H16ClF13N5O, DFT ωB97M-V/def2-TZVPD
N 3.085 -2.251 0.880
C 2.934 -1.003 0.459
N 4.020 -0.191 0.555
C 3.701 0.833 1.602
Cl 3.487 0.089 3.214
C 2.470 1.567 1.136
C 1.297 0.629 0.831
C 0.218 1.462 0.140
C -0.830 0.592 -0.566
C -2.227 1.194 -0.572
F -2.090 2.539 -0.474
F -2.866 0.987 -1.707
C -3.102 0.802 0.654
F -3.934 1.753 0.979
F -2.231 0.703 1.682
C -3.795 -0.592 0.531
F -3.741 -1.186 1.707
F -3.063 -1.345 -0.286
C -5.254 -0.561 -0.037
F -5.458 0.479 -0.800
F -5.372 -1.617 -0.832
C -6.396 -0.712 1.007
F -7.519 -0.696 0.299
F -6.358 -1.874 1.592
C -6.548 0.433 2.039
F -5.578 0.479 2.906
F -6.724 1.564 1.431
F -7.655 0.187 2.711
N 1.728 -0.544 -0.002
H 3.432 -2.394 1.823
H 2.928 -3.059 0.290
H 4.800 -0.747 0.904
H 4.506 1.554 1.657
H 2.133 2.283 1.880
H 2.682 2.115 0.219
H 0.910 0.231 1.767
H -0.254 2.021 0.941
H 0.668 2.183 -0.537
H -0.536 0.377 -1.591
H -0.869 -0.355 -0.035
H 1.809 -0.289 -0.989
C 5.372 -0.575 -3.552
O 4.595 0.322 -3.819
N 6.042 -1.283 -4.500
N 5.627 -0.941 -2.252
H 6.686 -2.024 -4.294
H 5.875 -1.036 -5.459
H 5.142 -0.427 -1.544
H 6.256 -1.676 -1.987
```

The computed Mulliken charges, all in e, follow: N -0.216; C -0.219; N -0.259; C 0.006; Cl -0.121; C -1.149; C 0.216; C -1.035; C -1.277; C 0.776; F -0.352; F -0.332; C 0.536; F -0.326; F -0.324; C 0.609; F -0.300; F -0.333; C 0.595; F -0.278; F -0.326; C 0.677; F -0.300; F -0.276; C 0.667; F -0.219; F -0.240; F -0.276; N -0.095; H 0.303; H 0.264; H 0.388; H 0.534; H 0.366; H 0.427; H 0.390; H 0.385; H 0.533; H 0.656; H 0.470; H 0.349; C 0.640; O -0.629; N -0.386; N -0.351; H 0.166; H 0.240; H 0.262; H 0.166

---

(6)
Below is the molecule C13H16ClNO4S, with properties calculated with ωB97M-V/def2-TZVPD.

Energy relative to the best compared isomer or geometry (same formula, charge and spin) = 2.5 kcal per mole
LUMO = 0.250 eV
Energy = -46779.145 eV
HOMO-LUMO gap = 9.1 eV

```
36
C13H16ClNO4S, DFT ωB97M-V/def2-TZVPD
C -6.418 -0.652 0.171
C -5.095 -1.387 0.091
H -4.915 -1.991 0.987
H -5.055 -2.052 -0.780
O -4.052 -0.417 -0.024
C -2.814 -0.886 -0.108
O -2.546 -2.066 -0.102
C -1.768 0.169 -0.237
C -0.504 -0.290 -0.599
C 0.571 0.572 -0.761
C 0.379 1.936 -0.548
C -0.867 2.402 -0.178
C -1.943 1.537 -0.021
Cl -3.448 2.214 0.460
H -1.014 3.456 -0.005
H 1.200 2.622 -0.671
N 1.802 0.017 -1.121
C 2.985 0.660 -1.362
O 3.135 1.858 -1.322
C 4.124 -0.294 -1.659
H 3.793 -1.299 -1.921
H 4.742 0.118 -2.456
S 5.267 -0.411 -0.236
C 4.176 -1.061 1.080
C 3.519 0.054 1.893
H 2.924 0.705 1.237
H 2.850 -0.390 2.635
O 4.455 0.803 2.613
H 5.079 1.194 1.987
H 4.834 -1.641 1.728
H 3.439 -1.723 0.630
H 1.783 -0.988 -1.222
H -0.392 -1.355 -0.750
H -7.230 -1.368 0.261
H -6.569 -0.054 -0.724
H -6.428 0.009 1.033
```

The computed Mulliken charges, all in e, follow: C -1.191; C -0.254; H 0.314; H 0.309; O -0.219; C 0.450; O -0.626; C -0.450; C -0.339; C 0.416; C -0.299; C -0.832; C 0.384; Cl -0.203; H 0.436; H 0.574; N 0.021; C 0.423; O -0.621; C -0.679; H 0.320; H 0.346; S -0.102; C -0.601; C -0.260; H 0.196; H 0.351; O -0.537; H 0.340; H 0.348; H 0.303; H 0.210; H 0.470; H 0.407; H 0.300; H 0.293

---

(7)
Below is the molecule C13H16N2O5 in a non-equilibrium geometry, with properties calculated with ωB97M-V/def2-TZVPD.

Energy relative to the best compared isomer or geometry (same formula, charge and spin) = 26.8 kcal per mole
LUMO = 0.399 eV
Energy = -26959.130 eV
HOMO-LUMO gap = 10.0 eV

```
36
C13H16N2O5, DFT ωB97M-V/def2-TZVPD
C 0.111 -1.928 0.124
C -0.305 -1.098 1.356
C 0.935 -1.156 -0.938
C 2.048 -0.310 -0.444
C 2.894 -0.620 0.625
C 2.276 0.937 -1.086
C 3.948 0.227 0.965
C 3.379 1.723 -0.775
C 4.195 1.403 0.283
C -1.416 0.895 0.162
C -2.061 2.164 0.796
C -2.387 0.426 -0.961
C -3.676 -0.221 -0.374
H -1.674 -3.032 0.285
H -0.989 -3.143 -1.160
H 0.793 -2.637 0.582
H 1.334 -1.959 -1.541
H 0.261 -0.616 -1.632
H 2.789 -1.535 1.156
H 1.596 1.203 -1.847
H 4.552 -0.003 1.832
H 3.560 2.703 -1.288
H 5.000 2.079 0.516
H -1.513 0.290 2.123
H -0.431 1.207 -0.313
H -2.700 1.309 -1.555
H -1.939 -0.361 -1.609
H -2.583 -1.804 -0.339
H -2.712 3.826 0.298
N -1.172 -2.496 -0.376
N -1.209 -0.064 1.227
O 0.019 -1.562 2.435
O -2.237 2.304 1.962
O -4.689 0.366 -0.062
O -3.550 -1.546 -0.250
O -2.446 3.028 -0.180
```

The computed Mulliken charges, all in e, follow: C 0.353; C -0.109; C -1.139; C 0.646; C -0.208; C -0.455; C -0.675; C -0.660; C -0.377; C 0.841; C 0.260; C -0.979; C 0.448; H 0.385; H 0.204; H 0.419; H 0.550; H 0.292; H 0.372; H 0.417; H 0.374; H 0.286; H 0.393; H 0.261; H -0.310; H 0.713; H 0.311; H 0.472; H 0.372; N -0.557; N -0.076; O -0.664; O -0.557; O -0.596; O -0.593; O -0.415

---

(8)
Below is the molecule C13H16N2O6 in a non-equilibrium geometry, with properties calculated with ωB97M-V/def2-TZVPD.

Energy relative to the best compared isomer or geometry (same formula, charge and spin) = 40.5 kcal per mole
LUMO = 0.438 eV
Energy = -29006.109 eV
HOMO-LUMO gap = 9.5 eV

```
37
C13H16N2O6, DFT ωB97M-V/def2-TZVPD
C 2.061 1.242 -0.393
C 1.528 0.086 0.309
C 2.829 0.675 -1.622
C 2.011 0.089 -2.832
C -0.295 -1.523 0.605
C 0.345 -2.883 0.422
C -1.853 -1.600 0.199
C -2.419 -0.235 0.662
C -2.619 0.800 -0.269
C -2.493 0.078 2.018
C -2.990 2.032 0.165
C -2.673 1.389 2.426
C -2.879 2.387 1.492
H 3.822 1.480 0.656
H 2.606 2.488 1.174
H 1.240 1.910 -0.807
H 3.421 -0.229 -1.335
H 3.553 1.440 -1.987
H 2.308 -1.210 -4.109
H -0.198 0.037 -0.889
H -0.176 -1.190 1.684
H -2.262 -2.483 0.695
H -1.813 -1.775 -0.917
H -2.813 0.533 -1.336
H -2.328 -0.694 2.783
H -3.363 2.755 -0.545
H -2.724 1.616 3.458
H -2.744 3.796 2.687
H 2.145 -2.289 1.047
N 3.039 2.031 0.347
N 0.377 -0.501 -0.187
O 2.107 -0.403 1.364
O 0.874 0.203 -3.225
O 2.863 -0.770 -3.511
O -0.233 -3.750 -0.176
O -3.155 3.771 1.783
O 1.556 -3.067 0.956
```

The computed Mulliken charges, all in e, follow: C 0.386; C 0.206; C -0.933; C 0.598; C -0.067; C 0.401; C -1.046; C 0.545; C -0.479; C -0.552; C -0.557; C -0.598; C 0.469; H 0.249; H 0.284; H 0.255; H 0.286; H 0.454; H 0.338; H 0.282; H 0.354; H 0.458; H 0.347; H 0.370; H 0.436; H 0.403; H 0.382; H 0.305; H 0.424; N -0.704; N 0.165; O -0.808; O -0.580; O -0.455; O -0.568; O -0.543; O -0.511

---

Which of these has the lowest energy?
C13H16AlBClF13N2O7P

---

The lowest energy belongs to which entry?
C13H16AlBClF13N2O7P